Formula: C35H56O29P
Source: OMol25
Level of theory: the ωB97M-V functional and the def2-TZVPD basis

Output
gap between HOMO and LUMO	0.2950	Eh
highest occupied orbital energy	-11.21	eV
multiplicity	1
E_tot	-3890.20221	hartree
charge	+1

Last column: Mulliken charge in e.
Positions of all 121 atoms, in Å:
O (2.6740, 13.2380, -4.2066)  -0.326
H (0.0957, -9.0854, -0.0685)  0.337
H (-0.4952, 4.0243, -4.8288)  -0.255
C (0.4788, -2.8337, -1.7004)  0.507
H (4.0502, -6.3173, -0.9589)  0.158
H (-3.0022, 2.3297, -0.7440)  0.318
C (1.6269, 14.9004, -3.0458)  -0.357
H (1.7863, -5.2371, 3.3053)  0.223
H (-2.0197, -7.7914, 0.2532)  -0.023
H (0.4341, -10.0395, 2.9640)  0.410
C (-3.6820, -6.0566, 5.5459)  0.619
H (1.9089, 10.9501, -0.5288)  0.105
H (1.3677, -2.4914, -4.3159)  0.314
O (-3.1437, 3.8356, -6.6287)  -0.335
H (1.3630, -7.3808, 3.8105)  0.174
O (0.0512, 7.4885, -3.0914)  -0.308
O (4.8329, -2.8345, -3.2709)  -0.593
H (5.5900, -7.0173, -3.1215)  0.314
O (2.5272, 12.5224, 0.6322)  -0.273
O (1.3207, -3.5964, 2.0031)  -0.500
H (-1.0462, -8.8756, 2.8218)  -0.100
H (-2.8112, 4.6165, -4.7626)  0.231
C (4.8294, -3.9958, -2.8982)  0.576
H (0.9334, -3.4830, 1.0861)  0.261
H (0.1935, 11.6383, 1.9033)  0.265
C (1.9268, -2.5415, -3.3757)  -0.142
C (1.4879, 11.6808, 0.1699)  0.031
O (-3.8217, -6.0023, 4.3354)  -0.535
C (-4.1731, -6.2838, 7.7130)  -0.349
C (-0.3370, -9.7367, 0.8075)  -0.629
O (-2.9788, -0.1732, 5.5962)  -0.541
H (0.9456, 5.7160, -2.4967)  -0.118
H (-2.9328, -10.3449, 4.0319)  0.167
C (-0.3425, 2.9781, -2.2484)  0.567
O (-1.3116, 0.6663, 4.2735)  -0.319
H (-2.8916, -7.7327, 2.6090)  -0.118
C (2.3404, 12.7855, -2.9626)  0.630
H (2.6943, 7.4441, -1.2745)  0.366
H (2.4135, 15.5503, -2.6483)  0.292
O (-4.2939, -9.4630, 2.5008)  -0.364
H (-2.3487, -10.8073, 1.3678)  0.290
H (-0.3813, 4.2953, -6.5857)  0.288
H (0.7180, 12.2621, -0.3450)  0.309
O (0.4517, 3.7223, -2.7990)  -0.734
C (-2.2775, 2.1201, -1.5355)  -0.402
O (-0.0549, 1.7058, -1.8456)  -0.181
O (1.5935, 13.7066, -2.2864)  -0.247
C (1.8210, -1.2806, -2.5808)  -0.324
H (1.1167, 7.0730, -0.5350)  0.280
C (-0.0312, -9.1595, 2.3116)  -0.044
C (-1.9585, -0.3297, 4.9464)  0.601
O (-0.5747, 9.6735, -2.8351)  -0.561
C (-1.1469, 1.2662, -1.0605)  -0.066
H (2.4806, -8.0009, 1.8452)  0.196
H (-4.7533, -10.1265, 4.5231)  0.293
H (-1.3349, 0.2008, -1.2193)  0.240
O (2.6667, 11.6991, -2.5144)  -0.505
O (-1.3669, 2.5836, -6.0372)  -0.329
C (5.5057, -6.0944, -2.5413)  -0.433
O (0.6580, -1.4841, -1.8009)  -0.104
H (1.0224, 14.1664, -4.9894)  0.264
H (-4.3863, -7.3388, 7.9148)  0.260
C (1.9281, 14.4197, -4.4283)  -0.371
C (-0.0716, 0.1351, 3.8453)  -0.279
C (4.1388, -5.9054, -1.9679)  -0.151
C (-1.0277, 3.9329, -5.7794)  0.283
H (-0.0473, -4.6238, 3.3688)  0.261
O (2.1160, 11.0242, 2.2633)  -0.325
H (-4.6261, -5.6730, 8.4987)  0.305
H (-2.4469, -4.9817, 7.7970)  0.281
H (1.7129, -0.3966, -3.2152)  0.364
C (2.9509, 12.0112, 1.8250)  0.576
C (0.5259, -6.0666, 1.5910)  -0.210
O (-0.3297, -3.3678, -0.9596)  -0.606
H (0.5714, -1.9197, 4.0362)  0.153
H (1.1867, -5.8258, 0.6303)  0.177
C (-2.8179, -8.6437, 0.4876)  -0.275
C (0.1510, 8.7365, -2.5471)  0.574
H (2.6752, -1.1357, -1.9110)  0.240
H (-0.7234, -1.6663, 2.8392)  0.153
C (-3.8750, -9.6277, 3.9103)  -0.088
O (5.6687, -4.9616, -3.3739)  -0.302
C (1.1943, 6.7657, -2.6755)  0.196
C (-2.3533, 4.6223, -5.7573)  -0.241
O (-4.7028, -5.9448, 6.4455)  -0.315
O (1.3226, -3.5071, -2.5358)  -0.322
H (-3.6368, -8.6094, 4.4605)  -0.175
C (-1.9579, -10.0520, 0.5414)  -0.611
C (-2.7111, -6.0169, 7.5570)  -0.324
H (0.1823, -10.8104, 0.7546)  0.307
O (-3.0984, 1.6144, -7.1749)  -0.555
H (-3.6027, -8.6600, -0.4037)  0.354
H (-0.6232, -6.0727, 1.3602)  0.367
C (-0.3244, -1.3371, 3.8045)  -0.004
C (0.9780, 11.0447, 1.4222)  -0.266
C (1.6118, 7.4719, -1.4266)  -0.410
H (0.6997, 0.4070, 4.5734)  0.272
H (-2.8017, 1.6819, -2.3913)  0.284
H (0.2053, 0.5373, 2.8669)  0.234
H (0.6034, 10.0316, 1.2520)  0.225
O (3.9844, -4.4990, -1.9515)  -0.135
H (6.2864, -6.0839, -1.7735)  0.300
O (3.9466, 12.3873, 2.4207)  -0.581
O (-2.4854, -6.2379, 6.1775)  -0.251
H (2.5112, 15.1445, -5.0030)  0.301
H (3.3567, -6.3398, -2.5996)  0.267
O (-1.6337, 3.3089, -1.9540)  -0.268
O (1.1690, 8.7991, -1.6398)  -0.193
H (-2.0980, -6.6898, 8.1628)  0.296
H (-4.4632, -7.4869, 1.5973)  0.282
O (-1.3157, -1.5247, 4.7967)  -0.274
H (2.9640, -2.8112, -3.5928)  0.102
C (0.8707, -4.8339, 2.6591)  -0.331
H (1.9542, 6.8225, -3.4620)  0.223
H (-2.1285, -10.6063, -0.4996)  0.306
H (-0.9126, 1.4327, -0.0038)  0.128
C (-2.5823, 2.5917, -6.6589)  0.628
H (0.6690, 15.4244, -2.9865)  0.295
P (1.1815, -7.6855, 2.3844)  0.034
H (-2.2921, 5.6540, -6.1146)  0.317
C (-3.6359, -8.3007, 1.8746)  0.011



Formula: C35H57O16P
Source: OMol25
Level of theory: the ωB97M-V functional and the def2-TZVPD basis

Output
gap between HOMO and LUMO	0.3717	Eh
SMILES string	CCCOC[C@@]1(CCCCCOC(C)=O)CC(=O)O[C@H]1[PH2]=O.O=C1CCCO1.O=C1CCCO1.O=C1CCCO1.O=C1CCCO1.O=C1CCCO1
ΔE to the lowest compared entry with this formula, charge and spin	0.000	eV
highest occupied orbital energy	-9.62	eV
multiplicity	1
E_tot	-2913.11106	hartree

Last column: Mulliken charge in e.
Positions of all 109 atoms, in Å:
H (8.1005, 3.5341, -4.1745)  0.332
P (2.8857, 0.9795, 0.2731)  0.015
H (2.0400, 1.0911, -4.6356)  0.259
H (7.9409, 6.0613, -5.2683)  0.348
C (0.5352, 0.4102, -1.8853)  -0.822
C (1.0656, -0.9775, -1.6516)  0.269
H (-1.7321, -5.4023, 4.7654)  0.300
C (-3.8468, 3.8436, -0.3477)  -1.416
H (1.3936, 1.0335, -2.1600)  -0.046
C (1.1168, 4.0944, -4.4088)  0.407
O (-6.4686, -8.4858, 6.2208)  -0.581
H (-3.9516, 2.7941, -0.6330)  0.275
H (-3.9861, -6.0360, 2.8083)  0.316
C (-1.2835, 0.3403, 2.8372)  0.803
O (4.3660, 4.2342, -6.5340)  -0.539
H (-4.5878, 4.0652, 0.4220)  0.393
H (-10.5091, -8.3892, 5.0347)  0.312
H (-1.9628, 1.0909, 0.2564)  -0.018
H (-3.3193, -7.1368, 4.0131)  0.336
H (0.9720, 0.1352, 1.3651)  -1.033
H (-1.3386, 3.4559, 3.3587)  0.193
H (-1.8094, 0.1381, -1.1825)  0.469
H (-2.6336, -1.1982, 0.5500)  0.630
C (7.2432, 4.1307, -4.4785)  -0.671
C (-7.5543, -8.0218, 6.0327)  0.535
H (0.6055, 4.4853, -6.4674)  0.377
C (-0.4509, 3.7894, 3.8941)  -0.854
H (-1.8512, 4.5057, -1.9054)  0.460
C (-1.1483, -0.9887, 2.0857)  -0.435
C (-0.2305, 0.4045, 3.9361)  -0.719
C (6.0915, 3.3248, -5.0770)  0.312
H (-0.7900, 4.3921, 4.7407)  0.377
H (8.2510, 4.6843, -6.3412)  0.254
C (-9.6160, -6.8742, 6.3555)  -0.505
C (-2.4331, 4.1527, 0.1397)  0.468
O (-2.6846, -2.7207, 4.3792)  -0.637
H (-1.0749, -1.8312, 0.1081)  0.272
H (3.4541, 0.5081, 1.4708)  0.095
H (-4.1005, 4.4438, -1.2249)  0.363
H (-1.7433, -1.7261, 2.6263)  -0.011
C (-4.5855, -5.5432, 4.8178)  -0.068
H (6.4356, 2.4647, -5.6532)  0.201
H (-7.6819, -5.8991, 6.0667)  0.149
H (-1.8595, -4.9538, 3.0520)  0.266
H (2.3192, 4.7354, -6.0321)  0.146
H (7.7685, -0.7935, -4.0816)  0.306
C (5.4533, 4.3106, -6.0316)  0.333
O (1.5572, 2.6614, 4.5604)  -0.570
C (-3.5789, -6.0993, 3.8180)  -0.611
H (-5.6156, -5.7399, 4.5317)  0.068
O (-0.3939, 1.5550, 4.7835)  -0.390
O (3.8821, -0.7075, -4.5607)  -0.601
O (-4.3652, -4.1198, 4.8242)  -0.350
C (-1.3569, 0.3088, -0.2038)  -1.104
H (-2.1560, 3.4107, 0.8975)  -0.430
C (-2.4200, -5.1147, 3.9687)  -0.415
C (-1.5604, -0.9858, 0.6006)  -1.217
H (4.5418, -2.1491, -2.3374)  0.171
C (0.0760, 0.8496, -0.4753)  2.709
H (-0.0909, 2.7280, 0.6219)  0.162
C (0.3559, 2.6367, 4.4194)  0.737
O (6.2962, 5.3352, -6.2705)  -0.382
C (-9.6331, -7.7503, 5.1065)  -0.426
H (-10.1381, -5.9297, 6.2206)  0.335
H (6.8913, 4.6850, -3.6075)  0.315
H (2.7069, 2.3538, 0.5059)  0.061
H (-0.5493, 4.8002, -0.7541)  0.345
C (1.2112, 0.1771, 0.3023)  1.148
H (7.5539, 0.5776, -2.9732)  0.291
H (0.7776, 0.4313, 3.5068)  0.364
H (6.2161, -0.6953, -1.4538)  0.146
H (5.3688, 2.9902, -4.3402)  -0.075
H (3.3175, 2.3016, -4.7410)  -0.809
H (-0.2859, -0.4796, 4.5719)  0.269
H (-1.1429, 1.2058, 2.1861)  -0.919
C (7.5567, 5.1041, -5.6107)  -0.453
C (1.4419, 4.1032, -5.8876)  -0.399
O (1.3760, -1.0941, -0.3037)  -0.437
H (-0.1954, 0.4823, -2.6843)  0.577
H (-10.0853, -7.4041, 7.1849)  0.265
C (5.3546, -1.8952, -3.0108)  -0.299
H (-2.2534, 0.4084, 3.3339)  0.678
O (5.9121, 0.0995, -4.1195)  -0.242
C (7.0776, -0.3096, -3.3865)  -0.501
H (7.3115, -1.9773, -1.9808)  0.377
C (-3.1194, -3.8362, 4.3894)  0.513
C (-1.3988, 4.1477, -0.9800)  -0.726
O (-0.9356, 2.8358, -1.2777)  -0.418
H (-7.8653, -6.6551, 7.6669)  0.326
C (0.0652, 2.3740, -0.4106)  -1.409
C (2.2473, 2.1367, -4.8392)  0.907
H (-0.1163, -1.3462, 2.1725)  0.498
C (4.9121, -0.8089, -3.9666)  0.466
C (6.5590, -1.2647, -2.3148)  -0.426
O (0.5841, 4.9427, -3.7511)  -0.637
H (2.4291, 2.4657, -6.9886)  0.352
O (1.2216, -1.8995, -2.4047)  -0.629
C (-8.1161, -6.7380, 6.6137)  -0.287
H (5.6297, -2.7726, -3.5999)  0.340
O (-8.4682, -8.5895, 5.2149)  -0.356
H (1.0323, 2.7756, -0.7433)  0.553
O (3.7156, 0.6765, -0.9216)  -0.301
H (-4.4204, -5.9242, 5.8268)  0.208
H (-9.5464, -7.1646, 4.1890)  0.253
C (1.7245, 2.6304, -6.1783)  -0.701
H (0.1630, 4.4150, 3.2493)  0.275
H (0.7911, 2.1197, -6.4246)  0.405
H (-2.4270, 5.1206, 0.6505)  0.472
O (1.5729, 2.9489, -3.8508)  -0.278